# 1
Below is an isolated ion of composition H2O2PS and charge -1, with properties calculated with wB97M-V/def2-TZVPD.

```
6
Properties=species:S:1:pos:R:3:forces:R:3:nbo_charge:R:1
O 1.717 1.070 0.627 -0.9 -0.1 0.5 -1.138
P 1.012 -0.268 0.448 0.6 0.5 -1.9 0.855
S -0.930 -0.539 -1.076 1.0 0.3 0.6 -0.120
O -1.981 -0.063 0.185 -3.0 -1.7 -2.2 -0.881
H 1.547 -0.555 -0.875 0.3 -1.0 0.2 -0.167
H -1.365 0.354 0.691 2.1 2.0 2.7 0.452
```
Positions in Å, forces in eV/Å.

The total energy comes out at -891.2361 a.u. The relative energy (zero: lowest compared OMol25 entry of this formula, charge and spin) comes out at 20.7 kcal per mole. The HOMO-LUMO gap comes out at 7.533 eV. Its charge is -1. The value obtained for the HOMO energy is -3.48 eV.

=====

# 2
Below is C24H23N5O3PSe2W as an isolated structure, with properties calculated with wB97M-V/def2-TZVPD.

```
59
Properties=species:S:1:pos:R:3:forces:R:3:nbo_charge:R:1
W -0.134 0.586 0.426 0.3 -1.0 0.4 1.115
Se 1.773 -0.664 1.302 -0.2 0.2 0.1 -0.001
P 0.706 1.780 2.397 0.1 0.1 -0.1 0.985
Se -1.063 2.712 1.602 0.1 0.0 0.0 -0.077
C 0.557 1.055 4.031 -0.1 0.1 0.0 -0.443
C -0.692 0.679 4.516 0.0 0.0 0.0 -0.183
C -0.782 0.074 5.758 0.0 0.0 0.0 -0.191
C 0.366 -0.159 6.505 0.0 0.0 0.0 -0.172
C 1.609 0.220 6.018 0.0 0.0 0.0 -0.217
C 1.711 0.835 4.780 0.0 0.0 0.0 -0.126
C 2.169 2.826 2.360 -0.1 -0.1 0.0 -0.335
C 3.270 2.551 1.559 0.0 0.0 0.0 -0.215
C 4.353 3.419 1.565 0.0 0.0 0.0 -0.189
C 4.333 4.549 2.369 0.0 0.0 0.0 -0.170
C 3.233 4.819 3.174 0.0 0.0 0.0 -0.200
C 2.147 3.960 3.173 0.1 0.0 0.0 -0.193
H -1.580 0.867 3.926 0.0 0.0 0.0 0.234
H -1.751 -0.210 6.149 0.0 0.0 0.0 0.226
H 0.289 -0.630 7.476 0.0 0.0 0.0 0.229
H 2.500 0.044 6.606 0.0 0.0 0.0 0.230
H 2.678 1.143 4.403 0.0 0.0 0.0 0.222
H 3.294 1.668 0.936 0.0 0.0 0.0 0.230
H 5.209 3.209 0.938 0.0 0.0 0.0 0.231
H 5.178 5.224 2.371 0.0 0.0 0.0 0.231
H 3.218 5.701 3.800 0.0 0.0 0.0 0.232
H 1.286 4.171 3.796 0.0 0.0 0.0 0.225
C -3.653 0.618 -2.192 0.0 0.0 0.0 -0.709
C -2.887 0.290 -0.947 0.1 0.0 -0.1 0.652
O -1.756 0.834 -0.851 -0.4 0.2 0.0 -0.656
C -3.421 -0.579 0.055 0.0 -0.1 0.2 -0.320
C -4.728 -1.101 -0.083 0.0 0.0 0.0 -0.108
C -5.294 -1.877 0.890 -0.1 0.0 0.0 -0.251
C -4.569 -2.155 2.057 0.1 0.1 0.0 -0.111
C -3.295 -1.668 2.227 -0.1 -0.2 0.1 -0.294
C -2.692 -0.890 1.232 0.1 0.1 0.0 0.486
O -1.468 -0.463 1.462 0.2 0.2 -0.3 -0.704
H -3.084 1.329 -2.784 0.0 0.0 0.0 0.249
H -4.625 1.047 -1.950 0.0 0.0 0.0 0.257
H -3.826 -0.289 -2.773 0.0 0.0 0.0 0.255
H -5.294 -0.877 -0.977 0.0 0.0 0.0 0.222
H -6.293 -2.269 0.766 0.0 0.0 0.0 0.234
H -5.016 -2.761 2.835 0.0 0.0 0.0 0.231
H -2.718 -1.882 3.117 0.0 0.0 0.0 0.237
C 0.049 0.201 -3.527 0.0 0.0 0.0 -0.421
N 0.988 -0.764 -2.979 -0.2 -0.2 -0.1 -0.590
C 0.838 -1.418 -1.833 0.0 0.2 0.0 0.820
N 1.619 -2.477 -1.588 0.1 0.0 0.0 -0.781
O -0.033 -1.080 -0.966 -0.1 0.1 0.1 -0.739
H -0.484 -0.235 -4.371 0.0 0.0 0.0 0.213
H 0.593 1.079 -3.873 0.0 0.0 0.0 0.219
H -0.658 0.497 -2.759 0.1 0.0 -0.1 0.226
H 1.801 -0.965 -3.546 0.0 -0.1 0.0 0.442
H 2.307 -2.801 -2.245 0.0 0.0 0.0 0.420
H 1.578 -2.901 -0.677 0.0 0.0 0.0 0.424
N 3.623 0.085 -3.774 0.1 0.1 0.0 -0.456
C 3.353 0.907 -3.009 0.0 0.2 0.1 0.461
N 3.042 1.851 -2.119 0.1 -0.2 -0.1 -0.615
C 1.949 1.761 -1.503 0.0 0.1 0.0 0.710
N 0.945 1.739 -0.883 0.1 -0.1 0.0 -0.675
```
Positions in Å, forces in eV/Å.

The total energy comes out at -6639.0819 a.u. The relative energy (zero: lowest compared OMol25 entry of this formula, charge and spin) comes out at 0.0 kcal per mole. The HOMO-LUMO gap (alpha / beta) comes out at 6.756 / 6.534 eV. Its charge is +1. The multiplicity is 3. Its expectation value of S² is 2.013. The value obtained for the HOMO energy (alpha / beta) is -10.73 / -11.43 eV.

=====

# 3
Below is a 2-piece molecular cluster, C29H47Cl2F3IN4O9S overall, with properties calculated with wB97M-V/def2-TZVPD.

```
96
Properties=species:S:1:pos:R:3:forces:R:3:mulliken_charge:R:1
C 2.667 -2.050 4.665 0.2 0.4 -0.5 -0.846
C 3.605 -0.940 3.982 0.9 -0.9 2.0 -0.179
C 2.898 0.279 3.368 -0.2 -0.7 1.4 -0.519
F 3.505 1.456 3.920 0.1 -1.1 -1.1 -0.432
C 2.745 0.506 1.758 2.0 2.6 3.3 1.835
N 2.213 1.833 1.909 -1.6 0.1 -0.4 -0.731
C 1.647 2.605 1.172 1.2 -2.6 -1.6 0.586
O 1.167 3.102 0.250 -0.9 1.8 0.2 -0.401
C 4.201 0.746 1.060 1.7 2.1 -1.3 -0.599
O 4.416 2.182 0.859 -0.8 -0.7 0.8 -0.675
C 5.520 0.415 1.837 2.1 -1.2 1.0 -1.599
C 6.301 -0.935 1.600 1.1 -0.7 0.7 -0.265
C 7.866 -0.691 1.352 -1.8 0.1 -0.1 -1.156
I 8.658 -2.617 0.676 -0.1 0.9 0.3 0.028
N 4.220 0.375 -0.369 -0.6 -0.6 1.0 -0.356
C 3.758 -0.942 -0.714 0.6 -0.8 -0.4 0.327
C 3.192 -1.009 -2.206 -0.7 0.1 -0.2 -0.699
O 2.856 -0.046 -2.816 0.3 0.4 0.4 -0.434
N 3.140 -2.289 -2.940 0.4 0.4 0.1 -0.143
C 4.291 -2.203 -3.835 0.9 0.0 0.0 0.537
O 5.335 -1.842 -3.407 0.4 0.1 -0.1 -0.353
F 4.204 -2.469 -5.148 -1.3 -0.2 1.5 -0.231
C 2.800 -1.543 0.369 2.4 -1.8 -2.0 -1.049
F 3.629 -2.271 1.237 -1.0 1.3 0.1 -0.510
N 1.899 -0.561 1.082 -0.9 -2.1 -1.1 1.501
C 0.974 -0.088 -0.043 -2.2 2.2 -1.6 -1.877
C -0.040 -1.125 -0.638 -0.8 -0.3 -1.5 -0.878
C -0.243 -0.922 -2.216 0.6 -1.2 0.4 -0.586
C -1.617 -1.516 -2.708 0.6 0.2 -0.3 -0.741
C -2.072 -2.839 -2.006 -0.9 -0.1 -0.5 -0.022
C -3.597 -3.201 -2.347 1.0 -1.1 0.5 -0.829
C -4.473 -3.268 -1.045 -0.4 0.2 -0.1 -0.921
C -4.672 -1.900 -0.277 0.4 -0.1 0.1 -0.227
C -4.605 -0.596 -1.156 -0.7 0.4 0.8 0.655
C -5.619 0.533 -0.697 1.2 0.4 -1.6 -0.620
O -5.055 1.251 0.406 -0.2 -0.1 0.0 -0.451
C -4.201 2.308 -0.028 0.6 0.3 -0.6 -0.086
C 0.968 -1.388 1.917 -2.2 -0.9 2.4 0.953
Cl 0.991 -3.201 1.970 0.8 1.7 -0.7 -0.166
C -0.111 -0.941 2.626 -0.1 -0.1 0.0 -0.321
C -1.107 -1.889 3.380 0.4 0.5 0.2 -1.299
Cl -0.513 0.766 2.816 0.1 -1.1 -0.2 -0.091
H 2.829 -3.029 4.147 -0.5 0.9 0.6 0.258
H 1.601 -1.712 4.621 0.8 -0.6 -0.1 0.054
H 2.902 -2.173 5.752 0.0 0.1 -1.0 0.341
H 4.158 -0.553 4.890 -0.5 0.1 -1.2 0.650
H 4.419 -1.445 3.417 -0.9 0.5 -0.1 -0.581
H 1.898 0.345 3.876 0.6 -0.2 -1.2 0.678
H 4.698 2.540 1.722 -0.2 0.0 -0.4 0.527
H 6.325 1.161 1.558 -1.4 -0.4 -0.2 0.890
H 5.509 0.556 2.953 -0.7 0.0 -1.1 0.440
H 6.287 -1.580 2.525 -0.3 0.5 -1.0 0.445
H 5.974 -1.582 0.763 -0.2 0.7 0.5 -0.071
H 8.350 -0.368 2.299 -0.1 -0.3 -0.9 0.466
H 7.934 0.065 0.531 0.5 -0.7 0.7 0.522
H 5.155 0.605 -0.713 -0.5 -0.1 -0.2 0.563
H 4.611 -1.683 -0.807 -0.9 0.4 0.4 0.574
H 3.238 -3.083 -2.302 0.2 0.0 -0.5 0.423
H 2.264 -2.349 -0.178 -0.6 0.9 0.9 1.093
H 1.516 0.532 -0.815 0.2 -1.2 0.7 1.172
H 0.233 0.681 0.317 1.3 -0.7 0.5 0.923
H 0.194 -2.208 -0.532 0.1 0.8 0.2 0.514
H -1.085 -1.020 -0.228 1.3 0.2 0.2 0.316
H 0.560 -1.557 -2.689 -0.6 1.0 0.2 -0.089
H -0.119 0.141 -2.531 -0.1 -0.8 0.2 0.395
H -2.368 -0.692 -2.681 0.3 -0.9 0.2 0.236
H -1.483 -1.766 -3.799 -0.2 0.3 1.0 0.418
H -1.426 -3.685 -2.368 -0.4 0.8 0.4 0.408
H -2.021 -2.841 -0.890 0.2 0.3 -0.8 -0.020
H -3.563 -4.249 -2.757 -0.3 1.0 0.2 0.372
H -4.006 -2.553 -3.157 0.2 -0.4 0.8 0.364
H -5.464 -3.718 -1.321 0.8 0.5 0.2 0.390
H -4.014 -3.983 -0.305 -0.3 0.5 -0.9 0.276
H -3.843 -1.824 0.486 -0.8 0.0 -0.6 -0.081
H -5.617 -1.944 0.329 0.8 0.1 -0.7 0.424
H -4.776 -0.754 -2.248 0.2 -0.2 0.9 0.332
H -3.582 -0.156 -0.992 -1.0 -0.3 -0.5 -0.714
H -6.653 0.160 -0.517 0.9 0.2 0.4 0.412
H -5.678 1.254 -1.565 -0.3 -0.6 0.8 0.236
H -3.467 2.567 0.783 -1.0 -0.2 -0.5 0.264
H -3.568 1.995 -0.910 -0.6 0.2 0.7 0.171
H -4.778 3.213 -0.359 0.7 -1.1 0.7 -0.116
H -0.519 -2.472 4.140 -0.6 0.3 -0.9 0.312
H -1.869 -1.308 3.947 0.7 -0.2 -0.6 0.449
H -1.654 -2.561 2.675 0.7 0.4 0.5 0.293
C -6.385 6.913 -3.420 -0.5 0.0 -0.4 -0.312
C -7.154 7.189 -2.143 0.3 0.6 0.1 -0.320
O -7.195 5.931 -1.462 0.3 -0.5 -0.4 -0.336
S -5.849 5.108 -1.789 -0.5 0.9 -0.4 1.185
O -4.931 5.306 -0.720 0.0 -0.2 -0.3 -0.602
O -6.214 3.817 -2.258 0.2 0.1 0.3 -0.543
O -5.355 5.994 -3.042 -0.1 -0.1 0.7 -0.344
H -7.018 6.427 -4.167 0.0 0.0 0.0 0.284
H -5.953 7.817 -3.845 0.2 -0.1 0.1 0.315
H -8.161 7.555 -2.334 0.0 -0.3 0.1 0.317
H -6.623 7.901 -1.506 0.0 0.0 -0.1 0.295
```
Positions in Å, forces in eV/Å.

The total energy comes out at -3944.7377 a.u. The HOMO-LUMO gap comes out at 8.147 eV. Its charge is +1. The value obtained for the HOMO energy is -11.00 eV.